Entry 1:
{"formula": "C20H21N2O3ReS2SbSe4", "method": "the ωB97M-V functional and the def2-TZVPD basis", "orbital_gap_ha": 0.2047, "e_above_lowest_kj_mol": 94.2, "homo_energy_ev": -16.355, "total_charge": 3, "elements": ["Re", "O", "N", "N", "O", "C", "C", "C", "C", "C", "C", "H", "H", "H", "H", "H", "Se", "Sb", "Se", "Se", "Se", "C", "S", "C", "H", "H", "H", "H", "H", "H", "O", "S", "C", "C", "C", "C", "C", "C", "C", "C", "C", "C", "C", "C", "H", "H", "H", "H", "H", "H", "H", "H", "H", "H"], "coordinates": [[0.609, 1.657, 0.748], [2.365, 2.580, 1.202], [3.451, 1.879, 1.142], [3.264, 0.722, 0.712], [2.002, 0.361, 0.373], [4.312, -0.257, 0.568], [5.462, -0.108, 1.328], [6.475, -1.034, 1.156], [6.324, -2.078, 0.250], [5.157, -2.205, -0.493], [4.131, -1.288, -0.341], [5.564, 0.705, 2.034], [7.383, -0.943, 1.735], [7.121, -2.798, 0.125], [5.048, -3.016, -1.199], [3.224, -1.365, -0.922], [1.849, 4.550, 5.332], [-0.345, 4.769, 4.798], [-0.430, 1.889, 2.695], [0.118, 3.365, -0.768], [-2.490, 5.439, 4.486], [-2.646, 3.777, -2.252], [-1.330, 2.552, -2.339], [-0.464, 3.083, -3.825], [-3.340, 3.561, -3.065], [-2.236, 4.780, -2.354], [-3.148, 3.657, -1.295], [-0.231, 4.144, -3.768], [-1.123, 2.874, -4.668], [0.442, 2.487, -3.909], [-0.615, 0.431, -0.255], [-0.681, -1.134, 0.105], [-1.544, -1.781, -1.278], [-1.049, -2.983, -1.770], [-1.712, -3.593, -2.827], [-2.834, -2.993, -3.374], [-3.309, -1.780, -2.877], [-2.670, -1.165, -1.819], [-1.780, -1.226, 1.474], [-1.387, -2.103, 2.479], [-2.223, -2.287, 3.572], [-3.416, -1.585, 3.651], [-3.786, -0.691, 2.647], [-2.971, -0.508, 1.545], [-0.169, -3.440, -1.334], [-1.348, -4.532, -3.219], [-3.349, -3.471, -4.197], [-4.189, -1.328, -3.313], [-3.037, -0.228, -1.423], [-0.452, -2.645, 2.403], [-1.944, -2.980, 4.353], [-4.071, -1.736, 4.498], [-4.722, -0.154, 2.720], [-3.257, 0.176, 0.757]]}

Entry 2:
{"formula": "C20H21N3O4", "method": "the ωB97M-V functional and the def2-TZVPD basis", "orbital_gap_ha": 0.3247, "e_above_lowest_kj_mol": 0.0, "smiles": "CCn1c(=O)n(CC(=O)NCc2ccccc2OC)c(=O)c2ccccc21", "homo_energy_ev": -8.620, "elements": ["C", "H", "H", "C", "N", "C", "C", "C", "C", "C", "C", "C", "O", "N", "C", "O", "C", "H", "H", "C", "O", "N", "H", "C", "C", "C", "C", "C", "C", "C", "O", "C", "H", "H", "H", "H", "H", "H", "H", "H", "H", "H", "H", "H", "H", "H", "H", "H"], "coordinates": [[-2.026, -2.108, 2.325], [-1.420, -2.235, 3.219], [-3.064, -1.975, 2.618], [-1.564, -0.905, 1.511], [-0.168, -1.024, 1.114], [0.858, -0.690, 1.977], [0.633, -0.217, 3.273], [1.695, 0.103, 4.094], [3.007, -0.038, 3.658], [3.244, -0.505, 2.385], [2.182, -0.832, 1.541], [2.483, -1.313, 0.192], [3.604, -1.474, -0.233], [1.363, -1.599, -0.580], [0.059, -1.531, -0.142], [-0.866, -1.906, -0.842], [1.584, -1.995, -1.968], [2.637, -2.266, -2.056], [0.935, -2.837, -2.210], [1.293, -0.789, -2.882], [2.167, -0.074, -3.315], [-0.020, -0.637, -3.143], [-0.669, -1.232, -2.639], [-0.565, 0.616, -3.623], [-1.425, 1.242, -2.557], [-2.791, 1.387, -2.722], [-3.578, 1.944, -1.728], [-2.992, 2.360, -0.549], [-1.627, 2.219, -0.356], [-0.837, 1.654, -1.349], [0.505, 1.446, -1.235], [1.216, 2.105, -0.217], [0.944, 1.742, 0.780], [2.265, 1.881, -0.405], [1.060, 3.188, -0.261], [-1.185, 2.553, 0.570], [-3.593, 2.799, 0.233], [-4.642, 2.054, -1.876], [-3.242, 1.067, -3.650], [-1.154, 0.442, -4.528], [0.289, 1.258, -3.860], [4.244, -0.633, 2.001], [3.827, 0.213, 4.311], [1.497, 0.466, 5.091], [-0.368, -0.100, 3.654], [-1.696, 0.026, 2.065], [-2.148, -0.840, 0.591], [-1.949, -3.010, 1.722]]}

Entry 3:
{"formula": "C20H21NO5", "method": "the ωB97M-V functional and the def2-TZVPD basis", "orbital_gap_ha": 0.3147, "e_above_lowest_kj_mol": 38.1, "smiles": "O=C(NC1CCCCC1)Oc1ccc(O)c(-c2cccc(C(=O)O)c2)c1", "homo_energy_ev": -8.445, "elements": ["O", "O", "O", "O", "O", "C", "C", "C", "C", "C", "C", "C", "C", "C", "C", "C", "C", "C", "C", "N", "C", "C", "C", "C", "C", "C", "H", "H", "H", "H", "H", "H", "H", "H", "H", "H", "H", "H", "H", "H", "H", "H", "H", "H", "H", "H", "H"], "coordinates": [[2.780, 7.693, 0.710], [-2.219, -1.744, 0.590], [0.621, 7.106, 0.726], [-0.006, -1.373, 1.042], [-0.504, 3.545, 3.601], [1.926, 6.842, 0.745], [-1.071, -2.014, 0.478], [3.986, 3.704, 1.528], [-1.086, 0.026, 2.690], [-1.121, 1.258, 3.351], [3.691, 5.011, 1.107], [2.972, 2.776, 1.742], [1.335, 4.486, 1.316], [0.660, 0.917, 1.268], [-0.213, -0.129, 1.626], [-0.331, 2.367, 2.922], [2.334, 5.441, 1.043], [1.639, 3.151, 1.613], [0.617, 2.147, 1.907], [-0.707, -3.152, -0.237], [-1.542, -4.741, -4.024], [-1.633, -5.769, -2.875], [-2.157, -3.367, -3.689], [-1.087, -5.185, -1.561], [-1.428, -2.820, -2.455], [-1.528, -3.779, -1.266], [0.523, 8.053, 0.628], [0.286, 4.089, 3.442], [5.030, 3.409, 1.537], [-1.713, -0.811, 3.023], [-1.831, 1.403, 4.176], [4.470, 5.722, 0.862], [3.155, 1.736, 2.010], [0.307, 4.773, 1.279], [1.354, 0.737, 0.489], [0.262, -3.388, -0.205], [-0.508, -4.565, -4.277], [-2.049, -5.167, -4.885], [-2.653, -6.065, -2.778], [-1.069, -6.654, -3.117], [-2.106, -2.699, -4.555], [-3.197, -3.516, -3.450], [-1.414, -5.811, -0.717], [-0.013, -5.227, -1.555], [-0.379, -2.684, -2.652], [-1.837, -1.859, -2.237], [-2.546, -3.871, -0.917]]}

Entry 4:
{"formula": "C20H21NO6", "method": "the ωB97M-V functional and the def2-TZVPD basis", "orbital_gap_ha": 0.2989, "e_above_lowest_kj_mol": 276.4, "smiles": "COC(=O)c1ccccc1NC(=O)/C=C/c1cc(OC)c(OC)c(OC)c1", "homo_energy_ev": -8.196, "elements": ["C", "H", "H", "H", "O", "C", "O", "C", "C", "C", "C", "C", "C", "N", "C", "O", "C", "C", "C", "C", "C", "C", "C", "C", "H", "O", "C", "H", "H", "H", "O", "C", "H", "H", "H", "O", "C", "H", "H", "H", "H", "H", "H", "H", "H", "H", "H", "H"], "coordinates": [[-0.640, 5.372, 0.620], [-0.744, 6.447, 0.748], [-0.308, 4.905, 1.549], [-1.592, 4.928, 0.323], [0.329, 5.190, -0.400], [0.629, 3.922, -0.706], [0.089, 2.989, -0.132], [1.639, 3.805, -1.767], [2.151, 4.970, -2.349], [3.097, 4.912, -3.347], [3.553, 3.675, -3.786], [3.068, 2.510, -3.232], [2.107, 2.547, -2.217], [1.605, 1.401, -1.640], [1.895, 0.087, -1.906], [2.696, -0.280, -2.745], [1.158, -0.893, -1.086], [0.182, -0.652, -0.201], [-0.528, -1.647, 0.583], [-1.580, -1.212, 1.396], [-2.317, -2.108, 2.152], [-1.995, -3.478, 2.122], [-0.912, -3.908, 1.348], [-0.202, -2.999, 0.577], [0.613, -3.378, -0.016], [-0.539, -5.230, 1.272], [-0.185, -5.847, 2.499], [0.731, -5.400, 2.900], [-0.005, -6.894, 2.263], [-0.977, -5.767, 3.246], [-2.752, -4.341, 2.885], [-3.540, -5.248, 2.134], [-4.010, -5.908, 2.861], [-4.313, -4.714, 1.573], [-2.935, -5.835, 1.438], [-3.376, -1.777, 2.936], [-3.739, -0.423, 3.038], [-4.587, -0.399, 3.722], [-4.044, -0.013, 2.070], [-2.925, 0.182, 3.450], [-1.821, -0.161, 1.407], [-0.158, 0.360, -0.017], [1.480, -1.905, -1.287], [0.920, 1.593, -0.911], [3.420, 1.551, -3.572], [4.293, 3.620, -4.570], [3.480, 5.821, -3.785], [1.787, 5.923, -1.999]]}

Entry 5:
{"formula": "C20H21O2Zr", "method": "the ωB97M-V functional and the def2-TZVPD basis", "orbital_gap_ha": [0.1284, 0.1284], "homo_energy_ev": [-7.651, -7.651], "total_charge": 1, "elements": ["C", "C", "C", "H", "C", "C", "H", "H", "H", "H", "C", "C", "C", "H", "C", "C", "H", "H", "H", "H", "Zr", "O", "C", "C", "H", "H", "H", "H", "C", "C", "C", "H", "C", "H", "C", "H", "C", "H", "C", "C", "O", "H", "H", "H"], "coordinates": [[0.491, -1.454, 2.840], [-0.793, -1.794, 2.387], [-0.688, -2.298, 1.079], [-1.720, -1.807, 2.927], [0.671, -2.236, 0.702], [1.398, -1.647, 1.777], [2.457, -1.560, 1.871], [0.758, -1.099, 3.812], [-1.500, -2.729, 0.531], [1.109, -2.690, -0.146], [-0.894, 2.235, 1.546], [-0.649, 1.684, 2.846], [0.691, 1.349, 2.927], [-1.373, 1.743, 3.696], [1.351, 1.699, 1.688], [0.358, 2.326, 0.842], [0.554, 2.851, -0.092], [-1.842, 2.679, 1.229], [1.225, 0.906, 3.769], [2.427, 1.737, 1.533], [-0.051, 0.025, 0.888], [-0.010, -0.179, -1.273], [-1.194, -0.572, -1.991], [-0.040, -0.912, -2.901], [-1.673, -1.465, -1.552], [-1.782, 0.286, -2.222], [0.420, -1.938, -2.812], [1.144, -1.890, -5.048], [0.783, -0.829, -5.206], [0.186, -0.178, -4.106], [-0.252, 1.184, -4.279], [-0.667, 1.682, -3.386], [-0.164, 1.779, -5.529], [-0.551, 2.766, -5.598], [0.388, 1.096, -6.599], [0.429, 1.595, -7.556], [0.873, -0.196, -6.453], [1.304, -0.727, -7.280], [-0.178, -0.168, 6.127], [-1.139, -0.357, 5.131], [-2.191, -0.567, 4.652], [0.866, 0.029, 5.757], [-0.092, -1.063, 6.736], [-0.436, 0.703, 6.736]]}

Repeat the first record exactly.
{"formula": "C20H21N2O3ReS2SbSe4", "method": "the ωB97M-V functional and the def2-TZVPD basis", "orbital_gap_ha": 0.2047, "e_above_lowest_kj_mol": 94.2, "homo_energy_ev": -16.355, "total_charge": 3, "elements": ["Re", "O", "N", "N", "O", "C", "C", "C", "C", "C", "C", "H", "H", "H", "H", "H", "Se", "Sb", "Se", "Se", "Se", "C", "S", "C", "H", "H", "H", "H", "H", "H", "O", "S", "C", "C", "C", "C", "C", "C", "C", "C", "C", "C", "C", "C", "H", "H", "H", "H", "H", "H", "H", "H", "H", "H"], "coordinates": [[0.609, 1.657, 0.748], [2.365, 2.580, 1.202], [3.451, 1.879, 1.142], [3.264, 0.722, 0.712], [2.002, 0.361, 0.373], [4.312, -0.257, 0.568], [5.462, -0.108, 1.328], [6.475, -1.034, 1.156], [6.324, -2.078, 0.250], [5.157, -2.205, -0.493], [4.131, -1.288, -0.341], [5.564, 0.705, 2.034], [7.383, -0.943, 1.735], [7.121, -2.798, 0.125], [5.048, -3.016, -1.199], [3.224, -1.365, -0.922], [1.849, 4.550, 5.332], [-0.345, 4.769, 4.798], [-0.430, 1.889, 2.695], [0.118, 3.365, -0.768], [-2.490, 5.439, 4.486], [-2.646, 3.777, -2.252], [-1.330, 2.552, -2.339], [-0.464, 3.083, -3.825], [-3.340, 3.561, -3.065], [-2.236, 4.780, -2.354], [-3.148, 3.657, -1.295], [-0.231, 4.144, -3.768], [-1.123, 2.874, -4.668], [0.442, 2.487, -3.909], [-0.615, 0.431, -0.255], [-0.681, -1.134, 0.105], [-1.544, -1.781, -1.278], [-1.049, -2.983, -1.770], [-1.712, -3.593, -2.827], [-2.834, -2.993, -3.374], [-3.309, -1.780, -2.877], [-2.670, -1.165, -1.819], [-1.780, -1.226, 1.474], [-1.387, -2.103, 2.479], [-2.223, -2.287, 3.572], [-3.416, -1.585, 3.651], [-3.786, -0.691, 2.647], [-2.971, -0.508, 1.545], [-0.169, -3.440, -1.334], [-1.348, -4.532, -3.219], [-3.349, -3.471, -4.197], [-4.189, -1.328, -3.313], [-3.037, -0.228, -1.423], [-0.452, -2.645, 2.403], [-1.944, -2.980, 4.353], [-4.071, -1.736, 4.498], [-4.722, -0.154, 2.720], [-3.257, 0.176, 0.757]]}